Entry from the Open Molecules 2025 dataset: a molecular structure, C56H45CoN6O2S (the ωB97M-V functional and the def2-TZVPD basis).

⟨S²⟩ = 6.084
DFT total energy = -120297.046 eV
multiplicity = 5
maximum force = 1.0 eV/A
Kohn-Sham gap (alpha / beta) = 6.696 / 5.965 eV
charge = 0

Cartesian coordinates (Å):
Co -1.0030 0.5520 -0.5130
O 1.6813 -0.3012 -0.8800
C 2.2410 0.1641 -2.1054
C 1.3540 1.3674 -2.5428
C 1.0544 2.3427 -1.4269
C 1.6533 3.6108 -1.4051
C 1.3718 4.5152 -0.3495
C 0.3632 4.2354 0.5009
C -0.4812 3.0336 0.2749
C -1.1287 2.5100 1.5741
C -0.4695 1.2238 2.1500
O -0.4542 0.1928 1.2238
C 0.9553 1.5898 2.5919
C 2.0365 1.1723 1.8248
C 3.3352 1.5111 2.1906
C 3.5645 2.2682 3.3308
C 2.4862 2.6988 4.0959
C 1.1911 2.3619 3.7281
C -1.2774 0.7096 3.3549
C -2.4626 1.2696 3.8139
C -3.1802 0.6690 4.8463
C -2.7198 -0.4964 5.4334
C -1.5236 -1.0538 4.9920
C -0.8150 -0.4559 3.9654
N 0.1885 1.9876 -0.4982
C 2.1721 -0.9005 -3.2087
C 3.2802 -1.2873 -3.9511
C 3.1768 -2.2929 -4.9076
C 1.9629 -2.9163 -5.1400
C 0.8415 -2.5191 -4.4201
C 0.9475 -1.5198 -3.4686
C 3.6894 0.5889 -1.8278
C 4.2895 1.7357 -2.3365
C 5.5912 2.0806 -1.9869
C 6.3276 1.2712 -1.1388
C 5.7582 0.0974 -0.6626
C 4.4568 -0.2327 -1.0036
H 0.4032 0.9828 -2.9146
H 1.8374 1.8877 -3.3671
H 2.3793 3.8794 -2.1568
H 1.9821 5.4009 -0.2241
H 0.1261 4.8844 1.3352
H -2.1720 2.2581 1.3998
H -1.0863 3.3110 2.3148
H 1.8326 0.5983 0.9252
H 4.1696 1.1907 1.5740
H 4.5756 2.5232 3.6246
H 2.6556 3.3005 4.9810
H 0.3542 2.6890 4.3366
H -2.8477 2.1891 3.3889
H -4.1051 1.1198 5.1875
H -3.2842 -0.9674 6.2286
H -1.1461 -1.9603 5.4504
H 0.1111 -0.8942 3.6118
H 4.2377 -0.8128 -3.7781
H 4.0558 -2.5950 -5.4635
H 1.8856 -3.7037 -5.8791
H -0.1160 -2.9952 -4.5933
H 0.0677 -1.2308 -2.9033
H 3.7671 2.3754 -3.0324
H 6.0247 2.9927 -2.3787
H 7.3378 1.5443 -0.8613
H 6.3297 -0.5610 -0.0189
H 4.0197 -1.1516 -0.6369
N -11.0802 1.9990 0.0149
C -9.9558 1.7777 -0.0811
C -8.5475 1.5175 -0.2050
C -7.6921 1.7851 0.8619
C -6.3317 1.5712 0.7239
C -5.8023 1.0850 -0.4714
C -6.6734 0.7836 -1.5181
C -8.0343 1.0004 -1.3934
C -4.3345 0.9044 -0.6386
C -3.5142 2.0489 -0.7127
C -3.9150 3.4239 -0.3693
C -2.8182 4.1851 -0.3745
C -1.6692 3.3405 -0.7890
N -2.2292 2.0210 -1.0432
C -3.8169 -0.4013 -0.6433
C -4.5956 -1.5964 -0.5324
C -3.7061 -2.6419 -0.4574
C -2.4221 -2.0672 -0.5181
N -2.4704 -0.7328 -0.6404
H -8.1011 2.1616 1.7902
H -5.6649 1.7671 1.5553
H -6.2661 0.3905 -2.4412
H -8.7056 0.7853 -2.2142
H -4.9240 3.7277 -0.1353
H -2.7357 5.2354 -0.1297
H -1.1422 3.7482 -1.6590
H -5.6724 -1.6379 -0.4984
H -3.9258 -3.6941 -0.3623
H -1.4834 -2.5970 -0.4742
N 2.6554 -1.8872 1.8926
C 2.5342 -2.6669 0.7798
S 1.4648 -2.1643 -0.4141
N 3.3378 -3.7709 0.7600
C 3.2226 -4.9827 0.0376
C 2.6522 -5.0950 -1.2280
C 2.5924 -6.3346 -1.8501
C 3.1060 -7.4678 -1.2394
C 3.6982 -7.3489 0.0099
C 3.7565 -6.1200 0.6418
H 2.1612 -1.0061 1.8550
H 3.5133 -1.8871 2.4229
H 3.8900 -3.8768 1.5977
H 2.2659 -4.2238 -1.7331
H 2.1444 -6.4027 -2.8339
H 3.0521 -8.4302 -1.7310
H 4.1166 -8.2204 0.4976
H 4.2164 -6.0438 1.6222

Here are the Löwdin charges for atoms 1 to 99, given in e: 0.611 -0.430 -0.422 -0.022 -0.227 0.024 -0.046 0.019 -0.324 -0.034 -0.460 -0.211 -0.139 -0.055 -0.067 -0.094 -0.081 -0.025 -0.138 -0.036 -0.089 -0.100 -0.077 -0.018 0.066 -0.167 -0.014 -0.076 -0.092 -0.073 -0.072 -0.150 -0.037 -0.074 -0.090 -0.079 -0.033 0.119 0.122 0.104 0.112 0.124 0.106 0.125 0.073 0.092 0.097 0.099 0.120 0.101 0.098 0.097 0.100 0.114 0.114 0.103 0.100 0.106 0.102 0.097 0.103 0.101 0.104 0.092 0.152 -0.186 -0.235 -0.017 -0.019 -0.194 -0.014 -0.018 -0.073 -0.220 0.020 0.003 -0.220 0.050 -0.223 -0.022 -0.072 -0.122 0.002 0.120 0.124 0.127 0.120 0.112 0.118 0.157 0.105 0.094 0.082 0.133 -0.686 1.046 0.064 -0.234 -0.036